No. 1
78
Properties=species:S:1:pos:R:3 method="wB97M-V/def2-TZVPD" lumo_energy_ev=0.36 multiplicity=1 e_homo_ha=-0.306 gap_ev=8.70 de_lowest_kcal_mol=0.0 smiles="CCSC[PH](CCCI)(CCO[Si](C)(C)C)C(F)(F)C(F)(F)F.CCOC(=O)C(F)(F)F.CCOC(=O)C(F)(F)F"
C -2.85 -0.79 -2.84
C -2.00 -0.50 -1.59
S -0.29 -1.08 -1.82
C 0.80 0.07 -0.93
P 0.49 1.99 -0.83
C 0.07 2.17 -2.61
C 1.17 1.62 -3.53
C 1.01 2.21 -4.92
I 2.60 1.59 -6.20
C -0.60 1.77 0.64
C 0.22 1.60 1.94
O -0.26 2.50 2.91
Si -0.10 2.15 4.53
C -1.29 0.80 5.00
C 1.69 1.74 4.89
C -0.55 3.71 5.46
C 0.47 3.97 -0.58
F 1.45 4.47 -1.40
F 0.86 4.25 0.68
C -0.84 4.77 -0.87
F -0.73 5.54 -1.95
F -1.21 5.52 0.17
F -1.86 3.90 -1.11
H -3.29 0.12 -3.24
H -3.67 -1.48 -2.62
H -2.25 -1.25 -3.63
H -2.01 0.56 -1.37
H -2.43 -1.00 -0.72
H 1.76 -0.08 -1.43
H 0.93 -0.28 0.10
H 1.86 2.15 -0.55
H -0.88 1.67 -2.81
H -0.07 3.22 -2.84
H 2.16 1.85 -3.14
H 1.07 0.54 -3.60
H 0.11 1.85 -5.41
H 1.02 3.30 -4.93
H -1.22 0.90 0.48
H -1.27 2.62 0.80
H 1.29 1.76 1.78
H 0.10 0.56 2.29
H -1.15 -0.14 4.47
H -2.30 1.16 4.80
H -1.22 0.60 6.08
H 2.29 2.62 4.64
H 1.82 1.54 5.95
H 2.09 0.89 4.33
H -1.63 3.82 5.55
H -0.15 4.59 4.96
H -0.13 3.67 6.47
C -0.98 -4.69 8.10
C -0.53 -4.74 6.65
O 0.06 -3.48 6.24
C 1.32 -3.30 6.59
O 2.04 -4.05 7.18
C 1.81 -1.93 6.05
F 0.92 -0.96 6.31
F 1.97 -2.00 4.72
F 2.97 -1.59 6.61
H -1.67 -3.86 8.26
H -1.49 -5.62 8.35
H -0.12 -4.57 8.76
H -1.38 -4.87 5.98
H 0.19 -5.54 6.48
C 1.75 -1.71 -8.72
C 1.70 -2.83 -7.72
O 0.44 -2.83 -7.00
C -0.59 -3.38 -7.61
O -0.61 -3.90 -8.68
C -1.84 -3.29 -6.70
F -1.98 -2.07 -6.17
F -1.72 -4.17 -5.69
F -2.94 -3.58 -7.39
H 1.55 -0.76 -8.22
H 2.74 -1.66 -9.18
H 1.02 -1.85 -9.51
H 2.45 -2.70 -6.93
H 1.84 -3.81 -8.18

No. 2
117
Properties=species:S:1:pos:R:3 method="wB97M-V/def2-TZVPD" lumo_energy_ev=-1.14 multiplicity=1 e_homo_ha=-0.332 gap_ev=7.90 smiles="C/C(Cl)=C(/Cl)c1c(Br)c(CCO)c(N)c2c1C(=O)C(c1ccccc1)=C(CC(=O)Br)C2=O.COC[C@@H](C)N.COC[C@@H](C)N.COC[C@@H](C)N.COC[C@@H](C)N"
C 1.34 -2.85 4.54
C 0.32 -1.82 4.97
Cl -0.14 -1.81 6.66
C -0.24 -0.97 4.12
Cl -1.44 0.21 4.61
C 0.11 -0.99 2.67
C 1.20 -0.28 2.19
Br 2.17 0.73 3.51
C 1.56 -0.27 0.86
C 2.73 0.58 0.41
C 3.59 -0.01 -0.73
O 3.70 -1.42 -0.72
C 0.78 -1.02 -0.01
N 1.07 -1.04 -1.40
C -0.30 -1.75 0.46
C -0.66 -1.73 1.80
C -1.88 -2.52 2.24
O -2.00 -3.02 3.34
C -2.98 -2.59 1.19
C -4.38 -2.57 1.67
C -4.97 -1.33 1.83
C -6.25 -1.19 2.28
C -6.97 -2.33 2.57
C -6.40 -3.57 2.45
C -5.11 -3.69 1.99
C -2.62 -2.63 -0.09
C -3.66 -2.69 -1.19
C -3.06 -2.14 -2.50
O -2.73 -0.99 -2.57
Br -2.83 -3.41 -3.98
C -1.15 -2.61 -0.45
O -0.70 -3.25 -1.37
H 1.82 -3.31 5.41
H 2.07 -2.34 3.90
H 0.84 -3.66 4.00
H 2.36 1.58 0.17
H 3.42 0.73 1.26
H 3.12 0.28 -1.67
H 4.57 0.49 -0.73
H 3.90 -1.67 0.19
H 1.66 -1.81 -1.67
H 0.22 -1.01 -1.95
H -4.40 -0.43 1.60
H -6.68 -0.20 2.38
H -8.00 -2.19 2.91
H -7.01 -4.42 2.72
H -4.67 -4.68 1.89
H -4.47 -2.00 -0.93
H -4.05 -3.70 -1.34
C -2.50 3.99 -1.33
C -1.70 3.21 -0.29
C -0.18 3.29 -0.50
O 0.31 2.47 -1.55
C 0.22 3.03 -2.84
N -2.18 1.82 -0.27
H -2.53 3.48 -2.29
H -3.53 4.11 -1.00
H -2.08 4.99 -1.48
H -1.91 3.66 0.68
H 0.30 2.92 0.41
H 0.16 4.32 -0.64
H 0.37 4.11 -2.84
H -0.74 2.78 -3.30
H 1.00 2.57 -3.46
H -1.71 1.33 0.49
H -1.83 1.36 -1.11
C -0.53 1.09 11.30
C 0.61 2.09 11.12
C 0.64 2.73 9.72
O 1.17 1.89 8.70
C 0.24 0.98 8.14
N 1.87 1.42 11.45
H -0.35 0.14 10.79
H -0.67 0.86 12.36
H -1.47 1.50 10.92
H 0.45 2.89 11.84
H 1.32 3.59 9.77
H -0.34 3.12 9.43
H -0.77 1.40 8.09
H 0.22 0.05 8.71
H 0.56 0.75 7.13
H 2.62 2.11 11.42
H 2.09 0.79 10.68
C 1.67 -4.33 -6.90
C 0.43 -4.76 -6.12
C 0.58 -6.11 -5.42
O 0.47 -7.24 -6.28
C 1.66 -7.58 -6.96
N -0.73 -4.74 -7.03
H 1.78 -4.88 -7.83
H 1.60 -3.27 -7.16
H 2.57 -4.47 -6.30
H 0.26 -4.01 -5.35
H -0.24 -6.21 -4.70
H 1.51 -6.16 -4.84
H 2.55 -7.39 -6.36
H 1.73 -7.04 -7.91
H 1.61 -8.65 -7.19
H -1.57 -4.94 -6.49
H -0.64 -5.55 -7.64
C 3.84 6.71 -7.05
C 4.22 5.68 -5.99
C 3.09 4.70 -5.65
O 2.07 5.23 -4.82
C 1.08 5.98 -5.50
N 4.70 6.38 -4.80
H 3.19 7.49 -6.66
H 4.74 7.20 -7.43
H 3.34 6.23 -7.89
H 5.05 5.09 -6.39
H 3.52 3.87 -5.09
H 2.65 4.26 -6.56
H 0.87 5.58 -6.49
H 1.37 7.03 -5.57
H 0.17 5.94 -4.91
H 5.05 5.70 -4.13
H 3.89 6.79 -4.33

No. 3
15
Properties=species:S:1:pos:R:3 method="wB97M-V/def2-TZVPD" lumo_energy_ev="2.98 / 2.47" multiplicity=1 e_homo_ha="-0.155 / -0.134" gap_ev="7.20 / 6.12" total_charge=-1 de_lowest_kcal_mol=94.4
C -0.36 -0.39 -0.90
C 0.92 0.28 -0.39
N 0.07 0.24 -2.15
N 1.14 0.71 -1.70
N -0.22 -1.80 -0.66
N 1.65 -0.70 0.23
N -1.64 0.15 -0.29
N 0.09 1.78 1.31
O 2.70 -0.68 0.91
O -1.83 1.32 -0.26
O -2.43 -0.73 0.08
O -0.49 0.96 2.06
O 0.62 2.77 1.63
O 0.79 -1.85 0.38
H -1.02 -2.07 -0.26

No. 4
28
Properties=species:S:1:pos:R:3 method="wB97M-V/def2-TZVPD" lumo_energy_ev="-7.48 / -11.23" s_squared=2.020 multiplicity=3 e_homo_ha="-0.533 / -0.642" gap_ev="7.02 / 6.23" total_charge=+2
B 2.82 0.19 -0.91
C -1.32 2.00 -2.91
C -0.04 -0.54 2.31
C -1.03 -2.40 1.04
C 1.96 1.50 -1.17
C -1.74 1.32 0.35
C -2.02 -0.25 0.59
N -1.06 1.67 -1.85
N -0.76 1.32 -0.71
N -0.75 -0.93 1.06
O 3.98 0.35 -1.59
O 2.32 -1.00 -0.45
H -1.44 2.24 -3.88
H -0.70 -0.57 3.05
H 0.66 -1.44 2.53
H 0.51 0.41 2.14
H -1.83 -2.52 1.82
H -1.37 -2.54 -0.03
H -0.14 -3.02 1.32
H 2.21 2.49 -0.76
H 1.38 1.60 -2.12
H -2.64 1.81 -0.11
H -1.42 1.91 1.22
H -2.39 -0.77 -0.30
H -2.75 -0.16 1.36
H -0.04 -0.77 0.32
H 4.60 -0.25 -1.98
H 3.00 -1.64 -0.33

No. 5
45
Properties=species:S:1:pos:R:3 method="wB97M-V/def2-TZVPD" lumo_energy_ev=-0.04 multiplicity=1 e_homo_ha=-0.274 gap_ev=7.41 de_lowest_kcal_mol=84.9 smiles=CN(C)CCOc1ccc(-c2nc3c(ccc4ccccc43)o2)cc1
N 1.64 -2.46 -1.06
O 0.70 -0.84 -2.36
O 0.27 2.61 2.92
C 1.07 -1.29 -1.10
C 1.12 0.45 2.14
C 0.06 1.93 0.62
C 1.28 -0.50 1.15
C 0.13 0.95 -0.37
C 2.27 -6.76 -4.12
C 0.56 -2.12 -4.54
C 2.19 -6.61 -2.76
C 0.58 1.71 1.88
C 0.83 -1.93 -3.16
C 0.76 -0.33 -0.11
C 1.90 -5.62 -4.95
C 1.14 -3.30 -5.15
C 1.72 -5.42 -2.14
C 1.41 -2.94 -2.37
C 1.63 -4.37 -4.34
C 1.55 -4.26 -2.96
N -2.49 4.92 3.63
C -3.61 4.27 2.83
C -2.85 5.86 4.61
C -0.40 3.85 2.78
C -1.41 3.97 3.98
H 1.44 0.32 3.21
H -0.61 2.83 0.38
H 1.85 -1.39 1.47
H -0.27 1.02 -1.39
H 2.56 -7.73 -4.59
H 0.04 -1.42 -5.14
H 2.48 -7.55 -2.16
H 1.79 -5.81 -6.02
H 1.10 -3.51 -6.20
H 1.61 -5.29 -1.10
H -3.99 4.89 1.99
H -4.43 4.03 3.44
H -3.26 3.29 2.39
H -1.92 6.21 5.12
H -3.43 6.70 4.10
H -3.67 5.49 5.37
H -0.92 4.04 1.84
H 0.32 4.68 2.99
H -0.90 4.33 4.78
H -1.81 3.09 4.45

No. 6
85
Properties=species:S:1:pos:R:3 method="wB97M-V/def2-TZVPD" lumo_energy_ev=-11.06 multiplicity=1 e_homo_ha=-0.452 gap_ev=1.25 total_charge=+2
C 4.11 -0.88 1.02
C 2.68 -0.57 0.65
O 2.24 -1.38 -0.33
P 0.62 -1.70 -0.35
O 0.44 -2.56 -1.45
C -0.28 -0.16 -0.65
C -1.77 -0.27 -0.57
B -2.43 1.03 0.17
F -1.55 2.19 -0.03
C -3.80 1.35 -0.60
O -4.63 2.33 0.11
N -5.98 2.13 -0.28
O -6.51 1.38 0.39
C -2.62 0.88 1.79
Cl -1.21 0.06 2.62
C -3.94 0.25 2.23
C -4.27 -1.05 1.61
Cl -3.79 -0.09 4.03
O 0.36 -2.34 1.06
C -0.82 -3.14 1.11
C -0.57 -4.42 1.89
H 4.15 -1.67 1.80
H 4.67 -1.20 0.18
H 4.57 0.04 1.41
H 2.16 -0.66 1.61
H 2.61 0.44 0.37
H 0.11 0.60 0.02
H -0.04 0.18 -1.65
H -2.09 -1.20 -0.16
H -2.14 -0.26 -1.57
H -3.52 1.83 -1.51
H -4.36 0.50 -0.90
H -2.62 1.87 2.18
H -4.70 0.98 2.16
H -3.69 -1.85 1.96
H -4.24 -1.06 0.55
H -5.28 -1.27 1.88
H -1.21 -3.40 0.16
H -1.52 -2.60 1.69
H -1.38 -5.07 1.67
H 0.38 -4.83 1.70
H -0.68 -4.16 2.91
O 0.37 2.40 4.18
H -0.03 3.18 3.81
H -0.27 1.69 3.97
Be 0.53 0.18 -3.84
C 2.77 4.26 0.44
Br 1.99 4.27 -1.34
Br 3.47 5.97 0.91
Br 1.48 3.61 1.73
H 3.60 3.57 0.44
C -1.31 0.01 -7.94
O -1.50 0.06 -6.74
N -0.23 0.46 -8.56
C -0.08 0.37 -10.00
C 0.83 1.06 -7.77
H -2.05 -0.42 -8.62
H 0.80 -0.23 -10.24
H 0.04 1.37 -10.42
H -0.95 -0.10 -10.45
H 1.20 0.33 -7.04
H 0.44 1.92 -7.22
H 1.64 1.37 -8.41
B 8.33 1.56 2.22
O 6.92 1.62 2.71
C 6.37 2.65 2.17
O 5.22 2.96 2.37
C 7.37 3.37 1.27
O 7.15 4.34 0.63
O 8.51 2.72 1.31
F 8.54 0.36 1.52
F 9.18 1.64 3.25
K -1.48 2.90 4.72
O 8.40 -1.72 3.40
H 8.88 -2.17 2.63
Li 0.68 2.12 -1.33
C -6.04 -2.90 4.67
C -5.87 -3.95 3.46
O -4.95 -3.50 2.71
H -6.33 -1.92 4.30
H -6.82 -3.26 5.34
H -5.12 -2.79 5.25
H -6.87 -4.08 3.02
H -5.69 -4.93 3.98
Be 3.40 -0.56 2.59

No. 7
15
Properties=species:S:1:pos:R:3 method="wB97M-V/def2-TZVPD" lumo_energy_ev=0.91 multiplicity=1 e_homo_ha=-0.316 gap_ev=9.52 de_lowest_kcal_mol=33.2 smiles="NC=O.CSC"
C 3.02 0.64 -0.75
S 4.66 1.29 -0.52
C 4.57 1.91 1.21
H 2.98 -0.45 -0.85
H 2.47 1.22 -1.41
H 2.57 0.95 0.29
H 5.68 1.57 1.57
H 4.40 2.98 1.28
H 3.92 1.27 1.89
C -6.30 -1.97 -0.08
N -5.17 -1.77 -0.82
O -6.64 -1.41 0.92
H -6.86 -2.87 -0.56
H -4.97 -2.17 -1.70
H -4.33 -1.18 -0.48

No. 8
9
Properties=species:S:1:pos:R:3 method="wB97M-V/def2-TZVPD" lumo_energy_ev=0.91 multiplicity=1 e_homo_ha=-0.328 gap_ev=9.83 de_lowest_kcal_mol=30.1 smiles=Oc1cocn1
O -1.89 0.45 -0.56
C -0.63 0.19 -0.15
C -0.31 -0.44 0.99
O 1.08 -0.51 1.00
C 1.45 0.06 -0.14
N 0.49 0.49 -0.89
H -1.83 0.80 -1.45
H -0.88 -1.14 1.56
H 2.51 0.11 -0.35

Number 1: energy -98610.93685 eV. Number 2: energy -230389.96558 eV. Number 3: energy -23302.69768 eV. Number 4: energy -15701.75611 eV. Number 5: energy -29173.81180 eV. Number 6: energy -320133.05960 eV. Number 7: energy -17628.76718 eV. Number 8: energy -8743.82628 eV.